Here is a structure of composition C22H26Cr2N4O2 in a non-equilibrium geometry from OMol25. Energies are from ωB97M-V/def2-TZVPD.

```
56
Properties=species:S:1:pos:R:3:nbo_charge:R:1
Cr -4.3421 -0.0386 -1.8166 0.94
Cr -3.1260 3.0826 -1.3212 1.57
C -6.4411 2.5573 -0.9196 -0.24
O -5.1659 1.9613 -0.8815 -1.04
H -6.7700 3.0525 -0.0060 0.17
H -6.5252 3.2368 -1.7677 0.15
H -7.1586 1.7683 -1.1450 0.16
C -1.2840 0.1906 -0.6944 -0.24
O -2.3422 1.0006 -1.2032 -1.05
H -1.2138 0.0627 0.3858 0.18
H -1.1957 -0.7570 -1.2258 0.17
H -0.3237 0.6386 -0.9501 0.15
N 3.5396 -0.8182 -1.1421 -0.43
C 4.4034 -1.6385 -1.7122 0.05
C 4.0557 -2.4817 -2.7115 -0.25
C 2.7961 -2.4092 -3.1902 -0.15
C 1.7875 -1.6335 -2.5486 -0.26
C 2.2103 -0.8686 -1.4746 0.01
H 5.3968 -1.7820 -1.3135 0.20
H 4.7771 -3.0898 -3.2369 0.23
H 2.5895 -3.0044 -4.0675 0.22
H 0.7622 -1.6065 -2.8868 0.21
H 1.5356 -0.2875 -0.8634 0.19
N -0.6562 0.3162 5.8409 -0.40
C 0.5681 0.8699 5.6074 0.03
C 1.1995 0.7999 4.3393 -0.24
C 0.5171 0.1781 3.3027 -0.20
C -0.6729 -0.5011 3.5654 -0.26
C -1.2921 -0.3316 4.8221 0.03
H 1.0178 1.4012 6.4331 0.20
H 2.1769 1.2244 4.1634 0.22
H 1.1376 -0.0863 2.4593 0.21
H -1.0893 -1.1520 2.8108 0.21
H -2.2018 -0.8731 5.0354 0.20
N 1.9986 -4.9998 0.4046 -0.40
C 1.0902 -5.8815 0.8180 0.04
C -0.0959 -5.5512 1.4729 -0.25
C -0.4379 -4.2283 1.6526 -0.18
C 0.5679 -3.2991 1.3241 -0.26
C 1.7615 -3.6950 0.7229 0.02
H 1.2855 -6.9387 0.7154 0.20
H -0.7615 -6.3326 1.8086 0.22
H -1.3687 -3.8997 2.0907 0.22
H 0.3832 -2.2412 1.4388 0.20
H 2.4890 -3.0032 0.3248 0.21
N -1.1414 4.1514 -1.8760 -0.60
C -0.6097 5.3129 -1.4202 0.06
C 0.7116 5.7782 -1.6877 -0.24
C 1.4926 5.0966 -2.5795 -0.12
C 1.0104 3.8457 -3.0428 -0.23
C -0.2938 3.4547 -2.6409 0.04
H -1.2044 5.8213 -0.6757 0.21
H 1.0530 6.6819 -1.2048 0.25
H 2.4721 5.4382 -2.8799 0.25
H 1.5317 3.0586 -3.5673 0.25
H -0.6042 2.4496 -2.8855 0.22
```

As for the HOMO-LUMO gap (alpha / beta): 5.56 / 6.90 eV. The HOMO energy (alpha / beta) is -0.383 / -0.413 hartree. As for the spin multiplicity: 10. The net charge is +1.